A molecular structure, C4H2LiO2Rb. Source: the OMol25 dataset; level of theory: the ωB97M-V functional and the def2-TZVPD basis.

Geometry as ORCA input:
```
! RIJCOSX wB97M-V def2-TZVPD def2/J DEFGRID3
* xyz 0 1
Rb 0.87465 -0.96471 -1.89700
O 0.91977 -1.10658 0.73119
O -2.62162 -0.29157 0.60670
C 0.00515 0.11686 2.63295
C 0.54651 -0.70237 1.83368
C -2.13632 0.07366 -0.45687
C -1.27705 0.57630 -1.23102
Li -2.08651 -0.71010 2.32837
H -1.18194 1.28179 -2.04497
H 0.21677 0.65777 3.54441
*
```

As for the HOMO energy: -7.28 eV. For the orbital gap, the calculation gives 6.832 eV. For the relative energy (zero: lowest compared OMol25 entry of this formula, charge and spin), the calculation gives 0.00 kcal per mole.


2 unconnected molecules or ions with the total composition C5H12N2. Source: the OMol25 dataset; level of theory: the ωB97M-V functional and the def2-TZVPD basis.

Geometry as ORCA input:
```
! RIJCOSX wB97M-V def2-TZVPD def2/J DEFGRID3
* xyz 0 1
N -1.69702 -1.41772 0.83811
N -0.51191 -0.67591 2.77674
C 0.06895 1.96947 -1.82942
C -1.62844 -0.88588 2.13071
C 1.02346 1.41759 -2.90117
C 0.73439 -0.87211 1.96358
C 2.00627 0.45063 -2.70512
H 0.32524 1.45970 -0.83926
H 1.60091 -0.47542 2.55065
H -2.58340 -1.26272 0.35032
H 0.87688 1.81632 -3.92972
H 0.65905 -0.27773 0.96326
H 2.60466 -0.03461 -3.44790
H 0.90201 -1.93267 1.74592
H 0.20199 3.07511 -1.69711
H -0.75931 -1.45644 0.37880
H 2.05367 0.13089 -1.67493
H -0.96822 1.79237 -2.07806
H -2.67876 -0.65751 2.42271
*
```

As for the HOMO energy: -9.11 eV. For the orbital gap, the calculation gives 9.923 eV. For the relative energy (zero: lowest compared OMol25 entry of this formula, charge and spin), the calculation gives 51.32 kcal per mole.


A molecular structure, C13H16MoN3STe4. Source: the OMol25 dataset; level of theory: the ωB97M-V functional and the def2-TZVPD basis.

Geometry as ORCA input:
```
! RIJCOSX wB97M-V def2-TZVPD def2/J DEFGRID3
* xyz 1 1
Te -2.50508 -0.92882 2.17277
Te -0.33030 -2.05256 1.07347
Te -2.85138 2.27138 0.04291
Te -3.55103 -0.30042 -0.26478
Mo -0.81136 0.60252 0.71199
S -0.21886 1.85321 2.26327
N 8.98662 -0.67882 -1.26366
N -1.24844 -0.45626 -2.41646
N -0.59704 0.54530 -1.62013
C 0.80177 -1.22946 -3.60130
C 4.64878 -0.27820 0.76593
C 5.99860 -0.43698 0.51620
C 3.76031 -0.06862 -0.29218
C 1.20948 0.29291 0.26290
C -0.62311 -0.69885 -3.73479
C 2.37124 0.09440 -0.02749
C 7.86529 -0.54823 -1.05456
C 4.24175 -0.01722 -1.60431
C 6.47200 -0.38536 -0.79468
C -1.51872 -1.74743 -4.38917
C 5.59111 -0.17349 -1.85585
C -0.65818 0.59107 -4.54547
H 0.80939 -2.17247 -3.04996
H -1.13055 -2.00806 -5.37209
H 1.45952 -0.52583 -3.08665
H -0.91404 1.45023 -1.96590
H 5.96692 -0.13220 -2.86839
H 0.41584 0.53035 -1.78226
H 0.01362 1.36479 -4.16793
H -1.55466 -2.66223 -3.79386
H -0.33296 0.37861 -5.56402
H -2.53490 -1.37007 -4.50244
H -1.19075 -1.30966 -1.86047
H 4.27925 -0.31364 1.78114
H 6.68924 -0.59860 1.33155
H 1.23515 -1.41721 -4.58195
H -1.67060 0.99341 -4.59504
H 3.56234 0.15196 -2.42773
*
```

As for the HOMO energy: -11.01 eV. For the orbital gap, the calculation gives 5.760 eV. For the relative energy (zero: lowest compared OMol25 entry of this formula, charge and spin), the calculation gives 15.28 kcal per mole.


A molecular structure, C43H41N2O5SSbV. Source: the OMol25 dataset; level of theory: the ωB97M-V functional and the def2-TZVPD basis.

Geometry as ORCA input:
```
! RIJCOSX wB97M-V def2-TZVPD def2/J DEFGRID3
* xyz -2 4
Sb 0.25617 -2.50307 -0.12880
V -0.84918 1.18445 0.20272
S -0.20880 -0.81228 1.55692
O 1.09717 1.37149 -0.50018
O -2.96497 -0.83293 -2.53874
O -3.11462 1.64014 4.06088
O -1.31938 1.75006 2.70250
O -1.35376 0.35752 -1.51911
N -1.13906 2.81206 0.13790
N -2.72725 0.64059 0.62824
C -1.94920 -4.32890 -3.53535
C -3.32203 0.80849 1.85971
C -5.30712 -0.27813 1.03803
C 2.69220 2.97586 0.27473
C -0.85696 -3.95379 1.02627
C -0.41559 6.09742 1.63978
C -2.50537 1.41752 2.84551
C 2.19061 4.47453 -2.00498
C 4.29727 -4.33982 0.19628
C 2.66511 -2.76224 1.79017
C -1.22647 -5.35386 -4.12997
C 0.00676 -5.70788 -3.60490
C 0.99234 2.62777 -3.16057
C 3.05449 -3.92036 -0.26481
C -2.40001 -5.60512 2.68645
C 1.22989 1.13289 -3.38056
C 3.56339 0.74068 1.11197
C -1.13591 4.16937 0.37319
C 2.13512 2.16218 2.62159
C -1.43606 -3.66006 -2.43136
C 4.72171 -3.97699 1.46670
C 3.90274 -3.18415 2.25860
C -1.12280 6.94646 0.79400
C -0.19883 -4.00942 -1.89167
C -0.50123 2.95747 -3.23798
C -1.03153 -5.80234 2.57923
C -3.00284 -4.58614 1.95735
C 3.14821 2.16550 1.47619
C -2.53724 -0.17948 -1.60281
C 1.65588 3.19408 -1.91271
C 3.21425 4.25522 0.12597
C 2.93466 5.04393 -0.98256
C -2.23600 -3.76713 1.14219
C -3.38044 0.01566 -0.35190
C -0.26735 -4.98224 1.75332
C -0.42348 4.72698 1.43920
C -1.84471 6.39634 -0.25948
C 2.21600 -3.13812 0.52713
C 1.77686 2.47606 -0.69495
C -1.85465 5.02638 -0.46891
C -4.64564 0.33705 2.05906
C -4.66144 -0.45781 -0.22201
C 0.52017 -5.03697 -2.49608
H -1.02058 2.59976 -2.34976
H 1.95051 3.17896 2.97829
H 1.47025 -5.37014 -2.10621
H 1.48589 3.15222 -3.98870
H 4.23166 -2.88103 3.24604
H 0.67085 0.53156 -2.66942
H 4.04887 2.67863 1.83745
H 2.02540 5.03151 -2.92451
H 5.69196 -4.29510 1.83030
H -4.06986 -4.41433 2.03779
H 4.93452 -4.94297 -0.44031
H 0.15590 6.50841 2.46439
H 2.75227 -4.19051 -1.26214
H 1.18577 1.73274 2.31132
H -0.54965 -6.58998 3.14828
H -2.00904 -2.83851 -2.02034
H 4.35943 0.74877 0.36168
H -1.10508 8.01850 0.94904
H 2.03388 -2.12795 2.40422
H 2.50130 1.56817 3.46478
H 3.93309 0.21680 1.99767
H 0.91023 0.86019 -4.39138
H -0.95657 2.47850 -4.11056
H -6.31356 -0.65036 1.19163
H 0.58017 -6.51014 -4.05839
H 0.80086 -5.15860 1.67957
H 2.71732 0.18799 0.70890
H -5.12323 -0.95866 -1.06020
H -2.40342 7.04057 -0.92963
H -2.72273 -2.95728 0.60725
H -2.40577 2.02280 4.59541
H 3.86992 4.63541 0.90599
H -5.09890 0.46300 3.03272
H -2.99406 -6.23535 3.33836
H 3.30994 6.05726 -1.06047
H 2.29020 0.88765 -3.27352
H -1.61551 -5.86403 -5.00377
H -2.41038 4.59229 -1.28967
H -0.65345 4.03803 -3.31419
H 0.11803 4.05787 2.09289
H -2.90752 -4.02755 -3.94221
*
```

As for the expectation value of S²: 3.82. As for the HOMO energy (spin up / spin down): -0.50 / -2.13 eV. For the orbital gap (spin up / spin down), the calculation gives 4.883 / 6.186 eV. For the relative energy (zero: lowest compared OMol25 entry of this formula, charge and spin), the calculation gives 3.90 kcal per mole.


A molecular structure, C17H34MoNO2PSi. Source: the OMol25 dataset; level of theory: the ωB97M-V functional and the def2-TZVPD basis.

Geometry as ORCA input:
```
! RIJCOSX wB97M-V def2-TZVPD def2/J DEFGRID3
* xyz 0 3
Mo 0.08875 -0.61203 0.02938
P 0.34217 -2.42372 -1.18036
Si -2.14417 -0.28862 -1.11148
O 0.96343 -2.16194 1.84973
O -0.79883 2.04738 0.96858
N 0.93673 0.64491 -0.92550
C 1.48836 2.47399 -4.08013
C 0.02546 2.37547 2.10400
C -3.74124 -0.63630 -0.15727
C -0.77185 -3.87181 -1.12081
C -0.99509 3.19053 0.11747
C 1.90101 -3.33016 -0.81212
C -0.12986 -0.91791 3.57565
C -0.12015 -2.02308 2.50726
C 3.49768 2.66100 -2.70035
C 2.79748 2.94367 -3.89100
C 1.54247 1.39755 -1.84880
C -1.50497 -2.63177 2.31516
C -0.04803 4.29692 0.59661
C 0.86126 1.73876 -3.07192
C 2.88290 1.92011 -1.68965
C 0.24967 3.92416 2.06853
C 0.53119 -2.27757 -3.01878
H -0.41298 5.31101 0.41331
H 0.99027 2.65384 -5.05124
H 0.86928 4.28034 -0.02027
H 1.35800 -1.57760 -3.23625
H -1.47148 -0.00879 0.26740
H -1.10289 -0.75342 4.07225
H -0.45913 1.92968 3.00877
H -0.45900 4.39437 2.75818
H 0.71982 -3.29835 -3.41586
H 3.41489 1.71119 -0.75315
H 2.02650 -4.16735 -1.52405
H 3.29798 3.48139 -4.70709
H 1.92125 -3.68427 0.22675
H 1.00702 1.86114 2.02234
H 4.54541 3.00052 -2.60486
H -3.92335 -1.70886 -0.01243
H -2.40403 1.16640 -1.51973
H -4.55423 -0.22004 -0.76961
H -3.71215 -0.13372 0.81900
H -0.16967 1.38613 -3.20083
H -0.87495 2.93088 -0.94607
H 2.73857 -2.62613 -0.87432
H -1.99455 -2.42538 3.30552
H -2.04385 3.49384 0.21297
H -2.31753 -2.34918 1.57140
H -0.37605 -1.83372 -3.45663
H 1.23878 4.26923 2.38003
H -2.36926 -1.09424 -2.36363
H 0.39994 0.02395 3.28614
H -1.76313 -3.60562 -1.51533
H 0.46117 -1.57931 4.19328
H -1.19031 -3.67767 2.22689
H -0.26872 -4.67910 -1.69297
H -0.93432 -4.16066 -0.07329
*
```

As for the expectation value of S²: 2.02. As for the HOMO energy (spin up / spin down): -6.16 / -7.18 eV. For the orbital gap (spin up / spin down), the calculation gives 6.336 / 6.925 eV.


A molecular structure, C40H50N8O2Si2. Source: the OMol25 dataset; level of theory: the ωB97M-V functional and the def2-TZVPD basis.

Geometry as ORCA input:
```
! RIJCOSX wB97M-V def2-TZVPD def2/J DEFGRID3
* xyz 0 1
Si 1.84387 0.33767 0.50503
Si -0.27904 2.15157 -0.12340
O 0.10701 -1.57036 -1.52363
O 0.26890 0.80634 0.72979
N -3.49194 3.13467 -3.42103
N 2.09336 -8.14878 -0.39913
N -1.43332 4.87423 3.84409
N -6.46570 2.61620 0.24145
N 1.81571 -1.36394 0.00095
N 0.83290 10.14539 3.88991
N 3.31389 -8.72139 3.83623
N 3.80311 -6.82734 -4.47416
C -6.04098 1.45166 -0.24968
C 3.40022 -9.51415 4.90254
C -1.28990 4.49978 5.11348
C -2.67119 3.68946 -0.11926
C -5.31210 3.28480 -4.97383
C 3.11122 11.47535 2.99937
C -7.59822 3.10655 -0.25687
C -0.85182 5.34596 6.12052
C -3.07076 3.18158 -5.78014
C -2.65784 3.11705 -4.45783
C 1.26908 -6.22393 0.76934
C 3.71992 -9.22279 2.67069
C -6.70990 0.74314 -1.23598
C 5.27224 -6.61415 -6.35547
C 3.88453 -10.81241 4.85957
C 2.62968 -7.32532 -1.30098
C 3.12130 -5.58622 -6.40764
C 4.29994 -11.31773 3.63830
C -4.42822 3.26675 -6.04010
C -4.79412 3.21778 -3.68981
C -1.78000 2.81694 0.77301
C 1.42837 -7.59193 0.61280
C -8.34492 2.47773 -1.24214
C 2.53186 -5.94445 -1.23239
C 2.90971 -6.09358 -5.13489
C 0.48739 -1.68322 -0.42504
C 4.33019 -5.85357 -7.02802
C -1.13238 6.13709 3.54605
C 3.20217 10.49882 3.97687
C 0.76461 11.08812 2.95175
C 1.83563 -5.38273 -0.17498
C 1.86697 11.77856 2.47264
C -0.54215 6.65529 5.78965
C 2.84029 -1.65822 -1.02585
C 4.21620 -10.50876 2.51787
C -7.88719 1.26989 -1.74034
C -0.68311 7.06498 4.47418
C 2.03797 9.86601 4.38323
C -0.50958 -2.16147 0.62837
C 4.95920 -7.07579 -5.08636
H -0.75676 4.98652 7.13621
H -4.79197 3.31809 -7.05869
H 3.93333 -11.41041 5.75938
H 3.63941 -8.55545 1.82133
H 0.75595 3.20760 -0.20079
H -6.31706 -0.19643 -1.59975
H -1.60401 3.04642 -4.20824
H 2.44500 -2.17966 -1.88276
H -0.43874 -3.22049 0.81243
H 1.75133 12.53362 1.70743
H 3.36906 -0.78113 -1.36930
H 2.49752 0.38563 1.82739
H -0.19634 7.34809 6.54713
H 4.68263 -12.32779 3.56154
H 4.15371 10.23137 4.41518
H 3.58536 -2.31080 -0.59428
H 3.16301 -7.79850 -2.11648
H -0.70966 1.78996 -1.49276
H -2.82485 3.27829 -1.10906
H -1.54109 3.46613 5.32724
H -1.49462 3.33505 1.68470
H -6.38012 3.34941 -5.13163
H 2.35791 -4.99757 -6.89737
H 4.52690 -10.86334 1.54483
H -5.44920 3.23210 -2.82363
H -9.25981 2.92437 -1.60714
H -3.63980 3.73670 0.35413
H 4.53523 -5.47496 -8.02137
H 5.66616 -7.67725 -4.52480
H 2.06408 9.09197 5.14344
H -2.28649 4.69711 -0.17846
H 6.22881 -6.84569 -6.80329
H -7.91852 4.05569 0.15985
H 3.99704 11.99243 2.65300
H -0.34213 -1.58260 1.52224
H -5.11529 1.07643 0.17323
H -1.26135 6.41364 2.50461
H 1.72821 -4.30804 -0.08677
H 0.71548 -5.82975 1.61089
H -2.34640 3.16503 -6.58289
H -1.46732 -1.86406 0.24747
H 2.99342 -5.32790 -1.99230
H -0.22899 11.29609 2.56955
H 1.00558 -8.28548 1.33204
H 2.57174 1.18052 -0.45810
H -0.45114 8.07932 4.17482
H 3.06106 -9.07963 5.83708
H -2.36820 1.96256 1.08541
H -8.43918 0.74661 -2.51115
H 1.97806 -5.90691 -4.61029
*
```

As for the HOMO energy: -9.33 eV. For the orbital gap, the calculation gives 10.139 eV.


A gas-phase ion, C3H5N3O (charge +2). Source: the OMol25 dataset; level of theory: the ωB97M-V functional and the def2-TZVPD basis.

Geometry as ORCA input:
```
! RIJCOSX wB97M-V def2-TZVPD def2/J DEFGRID3
* xyz 2 1
O -2.27689 1.51316 0.00198
N 0.35912 -1.17407 0.02063
N -1.86644 -0.72255 -0.03854
N -1.95910 0.42452 0.00264
C -0.92080 -1.64499 -0.00847
C 1.31929 1.26479 -0.02128
C 0.73320 0.03528 0.09350
H 1.09598 -1.90779 0.02869
H 2.38501 1.20092 0.32092
H 0.94807 2.03926 0.68468
H -1.16711 -2.69601 -0.03440
H 1.34966 1.66748 -1.05036
*
```

As for the HOMO energy (spin up / spin down): -19.75 / -19.49 eV. For the orbital gap (spin up / spin down), the calculation gives 7.840 / 6.851 eV. For the relative energy (zero: lowest compared OMol25 entry of this formula, charge and spin), the calculation gives 106.54 kcal per mole.


2 unconnected molecules or ions with the total composition CH3N. Source: the OMol25 dataset; level of theory: the ωB97M-V functional and the def2-TZVPD basis.

Geometry as ORCA input:
```
! RIJCOSX wB97M-V def2-TZVPD def2/J DEFGRID3
* xyz 0 1
N -0.02635 -0.76779 0.56236
C 0.11529 0.21871 -0.11817
H -1.65651 1.09650 -0.69148
H 0.83561 0.81944 -0.63445
H 0.73196 -1.36685 0.88174
*
```

As for the HOMO energy (spin up / spin down): -8.44 / -8.76 eV. For the orbital gap (spin up / spin down), the calculation gives 8.665 / 9.036 eV. For the relative energy (zero: lowest compared OMol25 entry of this formula, charge and spin), the calculation gives 85.78 kcal per mole.


A molecular structure, C17H26FeN3. Source: the OMol25 dataset; level of theory: the ωB97M-V functional and the def2-TZVPD basis.

Geometry as ORCA input:
```
! RIJCOSX wB97M-V def2-TZVPD def2/J DEFGRID3
* xyz -1 5
Fe 1.68062 3.13216 -0.44055
N -0.59867 -3.33510 -0.31614
N -1.67831 -1.35800 -0.32658
N -3.00688 -3.33478 -0.32332
C 0.63225 -2.54130 -0.30927
C 0.63392 1.42991 2.17245
C -3.28032 -4.74768 -0.32332
C -0.26859 -4.73280 -0.32274
C 1.96491 1.28944 -1.27040
C 1.24548 5.05572 0.19388
C 0.10549 4.38841 -0.39053
C 1.30358 1.37481 3.49283
C 2.75442 1.94677 0.81081
C 1.32313 1.61416 0.97927
C 3.12819 1.66476 -0.54486
C 2.28587 5.11019 -0.79989
C 0.82947 1.33958 -0.38051
C -1.79996 -2.64642 -0.32463
C -4.29817 -2.62674 -0.32366
C 1.79483 4.48406 -1.99828
C 0.44881 4.03592 -1.74968
H 3.44063 2.11660 1.63932
H 2.30855 4.44863 -2.95617
H 1.20184 0.36964 3.93705
H -4.19605 -1.53625 -0.32205
H -1.14516 -5.32204 -0.32377
H 4.14833 1.65353 -0.89251
H 1.27375 5.52311 1.17605
H -0.16343 0.95529 -0.60158
H 1.26536 -2.73970 -1.19683
H 0.38682 -1.46947 -0.29812
H -0.43997 1.25377 2.13143
H 2.38019 1.59145 3.41322
H -0.22082 3.59412 -2.48162
H -4.90248 -2.89778 0.56307
H -2.38514 -5.30130 -0.32368
H 3.23766 5.62905 -0.69916
H -4.90106 -2.89597 -1.21194
H 1.91469 0.92308 -2.28109
H -3.81688 -5.04837 -1.21211
H 0.27934 -5.02785 -1.21098
H 0.86487 2.08494 4.21029
H -2.59324 -0.86529 -0.33958
H -0.86726 4.25861 0.07455
H 1.26531 -2.75731 0.57374
H 0.28088 -5.03481 0.56222
H -3.81677 -5.04877 0.56534
*
```

As for the expectation value of S²: 6.11. As for the HOMO energy (spin up / spin down): -0.57 / -1.77 eV. For the orbital gap (spin up / spin down), the calculation gives 3.014 / 4.214 eV.


no.,energy (eV),molar mass (g/mol)
1,-9133.298,174.5
2,-8357.911,100.2
3,-60067.205,852.7
4,-101537.618,870.6
5,-42782.749,439.5
6,-74063.028,731.1
7,-9681.985,99.1
8,-2571.108,29.0
9,-56902.436,328.3